Entry 1:
Formula: C12H13N3O2
Source: OMol25
Level of theory: ωB97M-V with the def2-TZVPD basis set

Element x y z (Å)
C -4.74702 -1.07033 0.10013
C -4.08071 -0.20155 1.15805
O -3.78125 1.09828 0.66002
C -2.70616 1.39015 -0.06645
O -2.57552 2.51485 -0.49209
C -1.65393 0.38792 -0.33784
C -0.44628 0.68297 -0.95678
N 0.19727 -0.49309 -1.01886
C 1.52072 -0.76420 -1.51703
C 2.55704 -0.22424 -0.56094
C 2.62467 -0.73616 0.72920
C 3.54737 -0.23522 1.62899
C 4.41011 0.77870 1.24586
C 4.34538 1.29191 -0.03774
C 3.41789 0.79548 -0.93807
N -0.55035 -1.44849 -0.47518
N -1.64738 -0.94174 -0.07172
H -5.09608 -1.99131 0.55737
H -5.59296 -0.54500 -0.33602
H -4.03638 -1.31892 -0.68299
H -3.17774 -0.68941 1.53337
H -4.77033 -0.01325 1.98524
H -0.05022 1.60507 -1.32272
H 1.60324 -1.85136 -1.60101
H 1.63297 -0.31161 -2.50588
H 1.94770 -1.52556 1.02332
H 3.59372 -0.63654 2.63016
H 5.13112 1.16910 1.94815
H 5.01477 2.08338 -0.33961
H 3.36833 1.20017 -1.93894

**LUMO level**: 0.657 eV
**Spin multiplicity**: 1
**Calculated total energy**: -21219.4592 eV
**HOMO energy**: -9.7986 eV
**Energy above the lowest of the compared OMol25 structures with the same formula, charge and spin**: 2.0468 eV

These are the natural (NBO) partial charges, in e, on atoms 1 to 6:
1. C -0.635
2. C -0.077
3. O -0.484
4. C 0.770
5. O -0.576
6. C -0.091

---

Entry 2:
Formula: C12H13N3O4ReS4Sb
Source: OMol25
Level of theory: ωB97M-V with the def2-TZVPD basis set

Element x y z (Å)
Re 0.17785 0.94156 -1.65967
S 2.14493 4.93459 -0.56244
Sb 0.35017 3.78338 0.04255
S -0.59985 2.92046 -2.24199
S 1.22236 1.26621 0.23924
C -0.11900 -2.34054 5.15813
C -0.66270 -1.59842 3.96982
C -0.52642 -0.22122 3.85530
C -1.04192 0.46165 2.76115
C -1.70479 -0.24115 1.77031
C -1.86335 -1.61859 1.87265
C -1.33787 -2.28679 2.96081
S -2.38676 0.62020 0.37998
O -3.73312 0.15367 0.20192
O -2.12160 2.01911 0.59205
N -1.52170 0.12290 -0.90928
C -2.07253 -0.98770 -1.67863
C -0.97909 -1.54869 -2.55971
O -0.99971 -2.60726 -3.11129
O 0.07308 -0.70076 -2.70106
H 0.48860 -1.69121 5.78629
H 0.49518 -3.18518 4.84356
H -0.93150 -2.73763 5.76938
H -0.00849 0.32887 4.63145
H -0.93623 1.53374 2.67088
H -2.41117 -2.16510 1.11722
H -1.46148 -3.36044 3.03866
H -2.88850 -0.66546 -2.33464
H -2.47022 -1.78963 -1.06058
N 2.41358 0.18541 -3.61018
C 3.54687 0.52283 -4.23655
C 3.84621 1.81960 -3.87726
C 2.81614 2.20471 -3.01643
N 1.95154 1.20703 -2.86346
H 1.85019 -0.65244 -3.67144
H 4.04739 -0.17187 -4.88864
H 4.68906 2.40850 -4.18950
H 2.66487 3.13563 -2.48863

**LUMO level (alpha / beta)**: -1.535 / -1.336 eV
**Spin multiplicity**: 3
**Calculated total energy**: -77325.9153 eV
**HOMO energy (alpha / beta)**: -8.2499 / -8.7851 eV
**Energy above the lowest of the compared OMol25 structures with the same formula, charge and spin**: 0.0000 eV

These are the natural (NBO) partial charges, in e, on atoms 1 to 6:
1. Re 1.069
2. S -0.765
3. Sb 1.097
4. S -0.303
5. S -0.292
6. C -0.631

---

Entry 3:
Formula: C12H13N4O6STi
Source: OMol25
Level of theory: ωB97M-V with the def2-TZVPD basis set

Element x y z (Å)
Ti 0.53939 -0.52279 0.32824
N -1.22613 1.96643 -0.48955
C -1.91283 0.98341 0.20350
C -3.20342 1.27299 0.62553
C -3.95974 0.31087 1.30028
C -3.37317 -0.94200 1.50213
C -2.11115 -1.18344 1.02302
N -1.35169 -0.24830 0.37348
C 0.08981 2.05203 -0.91171
C 0.52230 3.23618 -1.49669
C 1.81590 3.32993 -2.01985
C 2.61891 2.18591 -1.96065
C 2.13173 1.04564 -1.37449
N 0.88972 0.95904 -0.82440
H -1.70600 2.85690 -0.47753
H -3.62662 2.25064 0.43813
H -4.94382 0.54536 1.67317
H -3.90864 -1.72449 2.02365
H -1.64094 -2.15717 1.13380
H -0.15276 4.07759 -1.58051
H 2.17216 4.25275 -2.45232
H 3.60498 2.18099 -2.40404
H 2.72800 0.13899 -1.29977
N 1.23122 -2.67322 0.59115
C 1.08924 -3.52616 -0.57022
C 0.54808 -2.63578 -1.74554
O 0.38972 -3.13722 -2.84726
O 0.31739 -1.43494 -1.40554
H 2.19071 -2.39646 0.79779
H 0.79633 -3.01672 1.44158
H 0.36618 -4.33145 -0.39981
H 2.03683 -3.97660 -0.89218
O 2.15201 0.32848 3.63911
S 1.43289 0.08727 2.41739
O 0.47073 -1.05890 2.48641
O 0.64291 1.21851 1.88587
O 2.33978 -0.31428 1.26783

**LUMO level (alpha / beta)**: 2.803 / 2.791 eV
**Spin multiplicity**: 3
**Calculated total energy**: -64855.7565 eV
**HOMO energy (alpha / beta)**: -1.6973 / -5.2769 eV
**Energy above the lowest of the compared OMol25 structures with the same formula, charge and spin**: 1.0965 eV
**Net charge**: -1

These are the natural (NBO) partial charges, in e, on atoms 1 to 6:
1. Ti 1.202
2. N -0.544
3. C 0.336
4. C -0.270
5. C -0.295
6. C -0.277

---

Entry 4:
Formula: C12H13NO2
Source: OMol25
Level of theory: ωB97M-V with the def2-TZVPD basis set

Element x y z (Å)
C -0.39372 2.48573 -0.44360
N 0.10231 1.00526 -0.56547
C -0.95937 0.00309 -1.03783
C 1.26402 0.93114 -1.48562
C 0.46391 0.71994 0.83295
C 1.41789 1.18596 1.67657
O 1.68376 2.08264 2.42548
C 1.43713 -0.32847 1.56108
C 0.80350 -1.14114 2.65748
C 0.65659 -2.44374 2.60728
C 1.28207 -3.19141 1.41840
C 2.16080 -2.55848 0.69020
C 2.59769 -1.14366 1.00187
C 3.92034 -1.07143 1.03132
O 5.09853 -0.92735 0.79150
H -0.63118 2.94330 -1.43087
H -1.30973 2.47401 0.06683
H 0.23690 3.11825 0.03133
H -1.83038 0.13474 -0.35547
H -1.20689 -0.03473 -2.06886
H -0.54299 -1.00941 -1.04325
H 1.07479 1.24035 -2.61282
H 2.09400 1.56826 -1.10036
H 1.74686 -0.09744 -1.53623
H 0.53512 -0.58443 3.49982
H 0.21535 -2.93353 3.42559
H 0.84097 -4.12366 1.24945
H 2.73354 -3.00476 0.00620

**LUMO level**: 0.313 eV
**Spin multiplicity**: 1
**Calculated total energy**: -18232.1179 eV
**HOMO energy**: -7.4826 eV
**Energy above the lowest of the compared OMol25 structures with the same formula, charge and spin**: 9.1843 eV

These are the natural (NBO) partial charges, in e, on atoms 1 to 6:
1. C -0.364
2. N -0.235
3. C -0.409
4. C -0.441
5. C -0.237
6. C 0.488

---

Entry 5:
Formula: C12H13NO3
Source: OMol25
Level of theory: ωB97M-V with the def2-TZVPD basis set

Element x y z (Å)
O -1.41561 0.55052 -3.87214
C -1.22077 0.59745 -2.67990
C -1.29486 -0.51716 -1.77975
C -1.00043 -0.42606 -0.45055
N -0.99497 -1.54691 0.34285
C 0.07384 -1.87298 1.26664
C 1.24621 -2.61705 0.60364
C 2.26924 -1.66993 -0.03519
O 1.73852 -0.84878 -1.04378
C -0.79777 0.89860 0.10342
C -0.78763 1.19956 1.46967
C -0.57238 2.48667 1.90928
C -0.36601 3.51319 0.99424
C -0.43809 3.25658 -0.35658
C -0.68309 1.95992 -0.80970
O -0.83166 1.80022 -2.13885
H -1.51925 -1.46839 -2.23955
H -1.29253 -2.36817 -0.17321
H 0.45771 -0.95974 1.71652
H -0.35672 -2.50376 2.05107
H 1.76690 -3.20529 1.36037
H 0.86200 -3.30882 -0.15185
H 3.11347 -2.25989 -0.42013
H 2.65158 -0.98055 0.72212
H 1.47015 -1.38915 -1.79587
H -0.99667 0.42122 2.18625
H -0.57071 2.69966 2.96753
H -0.17957 4.51785 1.34182
H -0.33090 4.04117 -1.08837

**LUMO level**: 0.348 eV
**Spin multiplicity**: 1
**Calculated total energy**: -20287.4969 eV
**HOMO energy**: -8.4308 eV
**Energy above the lowest of the compared OMol25 structures with the same formula, charge and spin**: 0.0000 eV

These are the natural (NBO) partial charges, in e, on atoms 1 to 6:
1. O -0.587
2. C 0.741
3. C -0.445
4. C 0.311
5. N -0.595
6. C -0.219

---

Entry 6:
Formula: C12H14BF3HgN6O2
Source: OMol25
Level of theory: ωB97M-V with the def2-TZVPD basis set

Element x y z (Å)
H 1.24367 3.65015 -0.05340
N 0.56125 2.13068 -1.34238
B 0.18250 0.51235 -3.23459
N 0.55329 1.96141 -2.70095
C 1.02279 3.10835 -3.27590
Hg 0.23832 0.56455 0.20886
H 1.08872 3.23639 -4.35291
C 1.34942 4.01338 -2.26306
H 1.72861 5.00257 -2.35386
C 1.03198 3.35408 -1.07079
H 0.33690 0.54361 -4.41680
C -1.86316 -2.41626 2.12698
H -1.21977 -2.94015 2.86293
H -1.19748 -1.71017 1.53436
H -2.32000 -3.09517 1.38904
N -1.27300 0.06889 -2.91351
N 1.04932 -0.64190 -2.64276
N -1.76849 -0.26521 -1.67499
N 1.20692 -0.78405 -1.30703
C -2.19358 -0.17152 -3.86860
C 1.86504 -1.51727 -3.27863
H -1.90012 -0.01223 -4.88683
H 1.85163 -1.58621 -4.34469
C -3.37615 -0.58210 -3.25931
C 2.60680 -2.18371 -2.30731
C -3.06732 -0.60007 -1.86424
C 2.16930 -1.69486 -1.06931
H -4.29461 -0.78187 -3.77865
H 3.37994 -2.89968 -2.46005
H -3.79573 -0.83668 -1.08171
H 2.61115 -1.78496 -0.10361
H -2.61535 -1.81881 2.63898
F 3.05766 1.34740 4.31728
C 3.02909 0.25080 3.52623
F 4.26954 0.13549 2.98472
F 2.86689 -0.82805 4.34012
C 1.94147 0.31322 2.40876
O 0.76326 0.72264 2.63873
O 2.40180 -0.07892 1.30748

**LUMO level**: -1.164 eV
**Spin multiplicity**: 1
**Calculated total energy**: -38711.1167 eV
**HOMO energy**: -9.1850 eV
**Energy above the lowest of the compared OMol25 structures with the same formula, charge and spin**: 0.0000 eV

These are the natural (NBO) partial charges, in e, on atoms 1 to 6:
1. H 0.223
2. N -0.449
3. B 0.564
4. N -0.314
5. C 0.015
6. Hg 1.563

---

Entry 7:
Formula: C12H14BrIrNO6P2
Source: OMol25
Level of theory: ωB97M-V with the def2-TZVPD basis set

Element x y z (Å)
Ir -0.38602 0.10395 0.54654
N 2.40190 3.59458 -1.47342
C 2.09594 3.01611 -0.11432
C 3.07319 3.65294 0.83738
P 2.47996 1.22001 -0.21233
O 1.69045 0.80344 -1.56359
O 3.94946 1.11371 -0.37316
O 1.65851 0.68673 0.95382
P 0.29684 3.43436 0.13029
O 0.13119 4.03269 1.58716
O 0.08384 4.48269 -0.90516
O -0.52910 2.15386 0.18638
H 3.37912 3.86817 -1.54722
H 1.76003 4.38371 -1.63646
H 2.20984 2.87361 -2.14697
H 4.09360 3.42496 0.46466
H 3.02179 3.32164 1.88741
H 2.96741 4.72026 0.78261
H 2.09633 0.09020 -2.07658
H 0.24538 5.00481 1.57965
Br -3.39376 0.09597 0.20493
C -3.32019 -1.78889 0.17508
C -4.51576 -2.49363 0.07296
C -4.50572 -3.89864 -0.02428
C -3.32046 -4.56587 0.06737
C -2.10151 -3.88363 0.20971
C -0.84673 -4.58664 0.15088
C 0.33147 -3.89944 0.23963
C 0.35117 -2.52245 0.45264
C -0.82523 -1.81046 0.47952
C -2.08616 -2.49976 0.28756
H -5.46071 -1.90063 0.02056
H -5.44219 -4.41789 -0.17358
H -3.30697 -5.62378 -0.02982
H -0.83943 -5.67198 0.06277
H 1.25530 -4.48951 0.21823
H 1.30722 -2.02518 0.67916

**LUMO level (alpha / beta)**: -3.459 / -6.410 eV
**Spin multiplicity**: 5
**Calculated total energy**: -117901.0777 eV
**HOMO energy (alpha / beta)**: -11.7642 / -12.2483 eV
**Net charge**: +1

These are the natural (NBO) partial charges, in e, on atoms 1 to 6:
1. Ir 1.438
2. N -0.691
3. C -0.645
4. C -0.640
5. P 2.371
6. O -1.038